Below is a structure of composition C39H42CdFN9O6, with properties calculated with the ωB97M-V functional and the def2-TZVPD basis.

Energy: -74103.3761 eV
Multiplicity: 1
Highest occupied orbital energy: -5.678 eV
HOMO-LUMO gap: 0.150 Ha

Each line ends with the Löwdin charge.
Cartesian coordinates (Å):
Cd: -0.867 1.785 1.336  1.4489
O: 3.004 -0.264 1.185  -0.0320
C: 1.895 0.257 1.421  -0.5222
N: 1.209 1.159 0.761  0.0127
C: 1.581 1.764 -0.448  -0.2100
C: 2.469 1.216 -1.373  -0.0483
C: 2.743 1.876 -2.570  -0.1326
C: 2.142 3.096 -2.843  -0.1188
C: 1.251 3.664 -1.934  -0.0217
C: 0.944 3.013 -0.739  -0.2130
N: 0.073 3.478 0.247  -0.0056
C: -0.326 4.725 0.409  -0.4974
O: -0.167 5.729 -0.295  0.0002
C: -0.988 4.924 1.786  -0.1718
C: -1.232 6.222 2.215  -0.0070
C: -1.658 6.437 3.514  -0.0626
C: -1.838 5.347 4.355  -0.0757
C: -1.605 4.086 3.842  -0.1683
N: -1.198 3.872 2.592  0.0523
C: 1.148 -0.246 2.670  -0.1915
C: 1.650 -1.368 3.320  -0.0167
C: 0.960 -1.895 4.398  -0.0632
C: -0.208 -1.273 4.818  -0.0714
C: -0.623 -0.142 4.141  -0.1476
N: 0.031 0.364 3.095  0.0588
H: 2.955 0.282 -1.127  0.0873
H: 3.440 1.442 -3.280  0.0748
H: 2.376 3.624 -3.761  0.0874
H: 0.785 4.618 -2.135  0.0954
H: -1.054 7.026 1.515  0.1122
H: -1.833 7.443 3.874  0.1031
H: -2.153 5.469 5.383  0.0987
H: -1.750 3.201 4.452  0.0997
H: 2.571 -1.793 2.946  0.1099
H: 1.326 -2.778 4.908  0.1026
H: -0.786 -1.656 5.649  0.0982
H: -1.521 0.388 4.435  0.0929
C: -0.768 -2.154 -5.557  -0.0655
C: -0.087 -0.887 -5.055  -0.1962
N: -0.156 -0.750 -3.604  -0.0295
C: -1.157 0.007 -3.063  0.0339
C: -1.431 0.131 -1.747  -0.0283
C: -2.549 1.103 -1.377  -0.6472
O: -3.393 1.314 -2.250  0.0042
O: -2.476 1.632 -0.229  -0.1295
C: -0.695 -0.675 -0.802  -0.3134
O: -0.879 -0.715 0.411  -0.0209
C: 0.415 -1.461 -1.388  -0.0412
C: 1.258 -2.143 -0.523  0.0803
C: 2.347 -2.805 -1.008  -0.1919
F: 3.204 -3.403 -0.143  0.0556
C: 2.618 -2.853 -2.373  -0.1611
C: 1.752 -2.216 -3.245  0.0485
C: 0.663 -1.480 -2.767  -0.1342
N: 3.779 -3.488 -2.919  -0.0888
C: 4.788 -2.565 -3.412  -0.1405
C: 5.670 -3.279 -4.413  -0.0873
N: 6.305 -4.452 -3.706  0.0579
C: 5.253 -5.383 -3.153  -0.0860
C: 4.383 -4.592 -2.196  -0.1592
H: -0.722 -2.213 -6.646  0.0750
H: -1.817 -2.153 -5.256  0.0835
H: -0.298 -3.048 -5.140  0.0672
H: -0.577 -0.011 -5.474  0.1224
H: 0.956 -0.844 -5.371  0.1082
H: -1.753 0.581 -3.761  0.1431
H: 1.073 -2.095 0.541  0.1287
H: 1.952 -2.296 -4.307  0.1120
H: 5.414 -2.171 -2.591  0.1474
H: 4.315 -1.714 -3.893  0.1371
H: 6.458 -2.644 -4.811  0.1369
H: 5.072 -3.687 -5.224  0.1387
H: 6.849 -4.090 -2.920  0.1786
H: 6.947 -4.947 -4.322  0.1789
H: 5.758 -6.210 -2.659  0.1356
H: 4.674 -5.749 -3.997  0.1383
H: 4.996 -4.261 -1.345  0.1329
H: 3.611 -5.248 -1.804  0.1467
C: -6.554 1.004 3.698  -0.0598
N: -5.204 1.522 3.594  -0.1261
C: -5.038 2.932 3.899  -0.0324
C: -4.174 0.841 3.006  -0.4901
O: -3.095 1.369 2.756  -0.0230
N: -4.442 -0.490 2.682  -0.1534
C: -4.658 -1.392 3.807  -0.0682
C: -3.533 -1.041 1.679  -0.0551
H: -7.257 1.775 3.378  0.0858
H: -6.806 0.724 4.724  0.0849
H: -6.673 0.140 3.052  0.0867
H: -5.816 3.509 3.395  0.0920
H: -4.072 3.263 3.541  0.0578
H: -5.109 3.119 4.974  0.0919
H: -5.118 -0.871 4.645  0.0751
H: -3.708 -1.821 4.150  0.0842
H: -5.314 -2.214 3.510  0.0883
H: -3.397 -0.326 0.871  0.0693
H: -3.980 -1.955 1.285  0.0936
H: -2.547 -1.269 2.094  0.0701